1.
134
Properties=species:S:1:pos:R:3:forces:R:3 method="wB97M-V/def2-TZVPD" gap_ha=0.20217 multiplicity=1
N -1.03582 -5.77560 4.59322 -0.7774 1.2084 -1.2156
H 0.86832 -2.25278 -5.06547 2.2207 0.9995 0.7137
H 5.38755 0.51741 3.66973 -0.3266 -0.0688 -0.0831
H 3.66489 6.63808 -2.93243 -1.1218 -2.0679 -1.8213
H 3.73700 6.64934 3.87594 0.1775 0.2402 0.0002
C -4.21261 -6.93933 1.82347 1.0582 -0.1217 -0.4948
C 3.23266 5.81746 -3.68803 -0.4661 -0.7464 -0.1270
H 0.84025 1.09659 -5.61107 -1.1190 0.8901 2.2886
N -5.46101 1.63749 1.26199 -0.2017 1.6013 0.8902
C 1.93176 -3.37168 2.10425 -0.2678 -0.1684 0.1918
H -4.00734 -6.05250 9.09224 -0.0504 -0.0130 -0.3146
H 8.54725 0.03640 -2.30153 -1.7558 -1.4796 -0.8068
H -4.65136 3.19026 -2.91278 -0.1679 0.1218 0.1587
H -9.38251 -3.45095 0.90588 0.3236 0.0424 0.0225
H 3.97086 7.11987 5.55846 0.1528 0.1904 -0.1828
O 2.67501 2.74504 1.10781 -0.3715 -3.9728 -7.0448
N -0.31359 -1.63719 8.59155 0.2189 -1.5328 -1.1663
H 3.71742 1.30004 -5.04129 0.0233 -0.5084 2.4594
C 2.59980 4.52319 -2.98635 -0.1721 -0.6041 -3.3361
H -4.96300 -2.04521 -1.55337 0.2706 0.2140 -0.0191
H -5.80107 -0.63525 -0.90790 0.3378 0.1519 0.0397
H 2.16979 -2.96076 -1.48281 -1.3972 0.0805 -2.2791
N 5.87296 9.04008 3.83376 -1.4667 -1.1003 0.5184
H 2.89893 8.05930 4.52142 0.2589 0.0139 -0.0521
N 0.32798 6.51723 4.67007 0.2922 -1.2746 -1.0500
H -6.24687 -6.29095 1.80460 0.3367 -0.0462 -0.0666
H -0.23033 1.03408 -2.11492 1.6105 1.7585 0.2397
C -7.25093 -3.36287 0.81888 1.1179 0.4048 0.4704
H 2.91558 5.24689 -7.09265 -0.1636 -0.5021 2.9003
C 1.55238 1.20968 -0.75162 -0.6518 1.6643 1.1037
H 1.21355 -0.80653 -0.70132 0.9936 0.0001 -0.4566
C 3.84661 7.51086 4.54310 -0.1929 -0.1005 0.0480
C 0.68234 4.46415 3.05543 0.1039 -0.0244 -0.0102
H -5.56831 -6.51105 3.41644 0.2846 -0.0738 -0.1330
C 6.25581 0.09530 -2.46099 0.6172 0.8110 1.6937
C -6.21565 3.93002 -1.66193 -0.8545 0.7939 0.2953
H 5.77980 -0.14186 -1.39412 1.2642 0.6663 -2.3243
P -0.33029 3.42587 -1.45679 -1.2594 5.0727 4.3766
C 4.99058 0.02789 2.77412 0.2657 0.0638 -0.0557
C 1.52319 -2.90314 -2.48419 -0.4546 0.5295 1.6819
N -4.65878 -6.35231 5.96726 0.9220 0.4337 1.6468
C 4.97859 8.36515 4.14681 1.0121 0.7274 -0.3445
C 3.28739 -3.39802 1.52999 1.0387 0.0325 -0.4111
O -0.60819 4.61808 -2.69088 -0.0672 -1.8576 0.8265
H -2.92769 -4.71189 2.23334 0.3106 -0.0648 0.2619
H 1.88256 2.87987 -6.30254 0.8130 2.0051 1.7367
C 0.61894 1.86764 -1.97596 -0.8103 -2.1689 -0.8991
O -0.96242 -2.52650 -3.09667 5.7086 -1.9439 6.8086
H 5.55998 -0.89663 2.63161 -0.3483 -0.0063 0.0359
C 3.76651 1.08794 -3.86703 2.9271 0.6512 -2.3190
C -1.53742 -5.07339 3.81300 0.4996 -0.7936 0.7564
H 1.61830 3.93759 3.26998 -0.1224 0.2018 -0.0274
H -0.62923 5.55457 -2.33522 0.1571 -1.8944 -0.0380
H -4.72914 -1.57468 0.12914 0.1320 0.2793 -0.2287
N 3.38802 6.20236 -5.11773 -3.1242 -6.9452 2.8469
H -5.40606 3.80478 3.62411 0.0125 -0.2212 -0.2483
C 1.93063 -1.79414 -4.77125 -1.1810 -0.8778 -1.6976
C -2.17224 -4.18458 2.82546 -0.2268 0.2107 -0.0967
N -6.22492 -2.99701 1.22739 -1.7390 -0.7626 -0.6277
H -8.71877 -3.48953 -0.72657 0.2383 0.0398 0.2027
H 1.49315 -4.37403 2.15206 0.2943 0.0057 -0.1406
S 4.95953 -0.40105 -3.72572 -0.1668 1.1564 0.3735
N 0.36395 4.26553 -0.21503 -1.1201 -1.3078 -3.0288
C -0.10580 -2.81625 -2.11356 -4.0963 1.6639 -5.7608
H 0.79086 1.10270 0.16190 2.0154 0.3679 -1.8335
H 7.85086 -0.90406 -3.81858 -0.2142 0.3842 2.2270
H 5.21427 0.67994 1.92315 -0.3923 -0.0177 0.0945
C 7.69240 -0.68126 -2.67899 -0.2859 0.2020 0.0580
N -7.02408 4.72333 -1.39633 1.2918 -1.2707 -0.3792
N 1.88135 -1.61495 -3.25701 0.5088 1.3651 1.0595
C -4.09980 -6.11710 6.96006 -0.6356 -0.2821 -1.1857
C 2.11906 -0.39426 -2.60975 -0.3211 0.1492 1.2713
H 0.52473 5.25318 -0.51089 -0.0653 -1.0812 0.2423
H 2.71077 -4.85703 -4.86268 -0.4548 0.8776 -1.4828
N 2.40590 -0.44329 2.98667 1.8240 0.2054 -0.1631
N -2.82704 0.34553 -1.59556 -1.4544 -1.3856 0.7109
H 3.62171 -2.35783 -6.19197 -1.2230 -1.0520 1.6763
H -1.44041 -3.77232 2.12280 0.0443 -0.2071 0.3005
H -2.46760 -6.39918 8.30741 -0.2214 -0.0057 -0.2459
N -3.14157 -6.96010 1.36973 -1.7590 0.0485 0.6831
H 2.54832 4.44208 -1.81372 0.2602 0.2418 -2.5402
C -4.85339 -1.18369 -0.88622 -0.0424 -0.0879 0.0027
H 3.85173 -3.00282 -4.43374 -1.5399 0.6151 -1.8056
N 2.43101 0.83939 -3.35936 -0.4736 -2.4830 1.7791
H 1.25313 -2.74965 1.51112 0.3857 0.0057 0.0941
H -3.11869 -4.76129 8.28598 -0.1688 -0.1429 -0.2074
H -2.67195 -3.33701 3.30633 0.1858 -0.2017 0.1370
H 0.07848 -3.37810 5.92787 -0.0604 0.1068 0.2875
C 2.85089 5.06328 -5.91233 -0.2505 -0.5961 0.5271
H -5.63374 1.93643 -2.15789 -0.1402 0.2822 0.0878
Cl -0.74403 -3.09358 -0.39063 1.0824 0.3418 -2.3691
H -2.01021 1.97528 -1.21081 -0.5487 1.3500 0.7003
C 3.54668 -0.23530 2.89285 -1.1817 -0.0969 0.0239
H -0.12811 3.73329 3.14644 0.0592 0.2779 0.0866
C 2.21319 3.65754 -5.48027 0.8492 2.0009 2.9882
O -1.89800 2.90310 -0.80432 3.8442 -1.1590 -3.0457
O -2.06426 1.98261 -3.89934 6.7833 1.6551 -5.5223
C -1.03244 2.22471 -4.75546 -5.1158 -2.1607 5.1465
H 4.40008 1.98114 -3.42433 -1.9484 -1.6895 -0.2795
C -5.73211 3.90216 2.58318 -0.0266 0.2232 0.1366
C -5.19246 2.92587 -1.99808 0.1952 -0.1134 -0.0611
C 0.04077 -3.69027 6.97691 0.0322 -0.1253 -0.0936
C -3.39225 -5.81946 8.21664 0.1295 0.0391 0.1931
C -5.58069 2.63702 1.84513 0.1338 -1.0827 -0.6542
H 0.72005 4.77633 2.00639 -0.0042 -0.0797 0.2088
H -0.76968 -4.42113 7.06792 0.1045 0.2530 0.0393
H 1.93169 -2.96975 3.12297 0.2400 0.0401 -0.3086
H 1.63939 -3.87289 -3.12653 -0.1137 2.1679 1.0571
C -8.54956 -3.82590 0.30177 -0.2337 -0.0607 -0.0731
H -4.44887 2.82338 -1.20064 -0.2430 0.1847 -0.0580
N 1.99714 -0.23190 -1.07869 -1.8129 0.6002 -4.8166
H -0.07412 0.23340 -4.21009 0.5919 2.4991 -0.5454
O 3.93125 2.40334 -0.90264 -5.4735 -2.1817 1.0525
H -8.61776 -4.91893 0.29990 0.2233 0.1962 0.0811
I -1.38134 3.77292 -6.26485 0.4901 -1.1854 0.9859
C 1.38310 1.89013 -3.42660 -0.9367 0.5930 -0.1139
C -5.56824 -6.91299 2.39773 -0.2553 0.0198 0.1240
H 6.48189 1.25600 -2.51761 -0.8209 -2.4289 0.0121
H 0.97673 -4.21684 7.19146 -0.1466 0.2329 0.1090
C 0.48440 5.61110 3.95741 -0.2014 0.7823 0.7303
H -6.00685 -7.91534 2.44553 0.3094 0.0939 -0.0876
N 4.35843 -3.41879 1.07625 -1.7063 0.0511 0.6134
C 2.02263 3.30763 -3.89952 2.3239 4.5179 -2.3309
C -3.72141 -0.32940 -1.28250 0.9543 0.7565 -0.3816
H 2.02693 -0.80019 -5.37700 -0.0144 -1.6923 1.7927
H -5.14080 4.70648 2.13297 -0.0406 -0.3197 -0.0976
C -0.15717 -2.54333 7.87889 -0.1368 1.0478 0.8144
H -6.77438 4.23792 2.60084 0.1452 -0.2588 -0.1707
C 2.79109 2.14199 -0.26260 4.1507 4.2704 5.3979
H 3.18329 -4.58308 -6.42987 -1.3075 0.4948 1.1464
C 3.05189 -2.86249 -5.30043 1.4235 0.7477 1.0904
H 7.75045 -1.66778 -2.05002 -0.1971 1.8629 -1.3601
N 2.50680 -4.22346 -5.69192 1.9504 -0.0126 0.5442
C 0.30130 1.30923 -4.56723 -0.1167 -0.3680 -0.7808

***

2.
115
Properties=species:S:1:pos:R:3:forces:R:3 method="wB97M-V/def2-TZVPD" gap_ha="0.28510 / 0.05545" s_squared=0.75 multiplicity=2
H -2.13591 4.29485 3.49292 -0.2081 -0.2031 0.1553
H -0.28299 -5.15080 -2.74517 -0.3349 -0.1933 -0.3333
H 3.01821 4.24569 1.81825 -0.1150 -0.0551 -0.2270
H 2.10517 -5.20738 -4.70642 -0.1769 0.4695 -0.0856
C 1.15701 -5.57118 -4.31052 0.8387 -0.8359 0.7280
H -1.37517 -2.46656 -0.36621 -0.6155 0.0724 -0.0911
H 6.24567 -1.54330 -1.17238 -0.6257 0.5843 -0.2967
H -3.36274 4.85341 4.73147 0.2939 0.0145 0.0064
H -2.84846 -4.44916 2.23042 -0.1085 0.1299 -0.1301
C -5.76627 2.80597 -0.70241 -0.4675 -0.1990 -0.2630
H -2.95424 5.89975 1.87643 0.0866 0.1377 -0.1354
C -3.11733 4.73217 3.67640 -1.0266 1.3695 -1.0149
C -3.18922 6.09394 2.92294 0.7199 -0.7268 0.8446
O 6.43178 1.15330 -1.22455 0.0534 -1.5118 1.5971
H 5.90063 1.90732 -1.49089 -1.4465 2.2347 -1.2209
O -4.88956 -1.77088 0.48604 -0.0301 -0.9861 1.1410
H 4.14187 -2.48355 -1.20375 -0.3344 -0.0756 0.2467
H 2.35292 2.84193 -0.96258 0.0734 -0.3599 0.1334
H -6.03688 -3.61047 -1.32537 0.5538 0.1368 -0.0512
H -6.02265 -0.55686 -0.67003 -0.4348 0.0737 -0.1283
H 0.73303 1.10417 3.42093 0.3489 0.0394 -0.1438
B -0.33136 0.40974 -0.19024 -0.9304 -0.1708 0.5618
C -1.56335 -3.35964 0.22969 1.4144 -0.7056 -0.8539
C 2.99442 -4.34987 2.33596 -1.2740 -1.1697 -0.3293
H -2.33263 -2.25133 1.67815 -0.2977 0.1842 1.0443
H -0.01371 0.23833 5.57209 0.1013 -0.0568 0.5329
H -1.62677 5.60691 -1.62441 0.1378 0.4452 -0.0702
H -0.32814 -0.21552 3.11749 -0.1049 -0.3962 0.2177
O 4.91399 3.59057 2.34037 -0.0317 -0.4970 0.4059
H -7.19706 -2.87689 -0.32712 -0.0035 0.4561 0.2552
O -0.41290 1.86586 0.01106 -0.9835 0.6457 0.6168
O -2.18664 -0.62251 -3.38373 -0.7629 -0.1589 -0.6719
C 3.14227 2.05824 1.83814 -1.0152 0.6262 -0.3083
H 0.94771 -5.06359 1.66194 0.3163 -0.2470 0.3965
C 0.78149 -0.27897 5.03531 -0.3862 0.0680 -0.2644
H -1.58561 -2.54532 -3.83407 -0.6380 -0.4495 0.0759
C -2.65223 5.60393 -1.99391 0.2772 -0.6988 -0.2850
H -6.48880 2.65556 0.09972 0.0464 0.6582 0.3965
C -5.50642 -1.51447 -0.73764 -0.3193 -0.0558 -0.6525
O -3.51882 5.15904 -0.99833 -0.8695 0.2250 0.9987
H -4.34760 -1.00302 0.68166 0.1065 0.2586 0.2180
H -0.66511 -2.65602 2.08500 0.0929 -0.1391 -0.0359
H -4.56149 7.46448 2.55738 0.1991 -0.0580 -0.0977
H -2.69439 4.84874 -2.77878 0.1421 0.3502 -0.6168
H -3.93646 4.18476 3.21009 0.2837 -0.6781 0.1538
H 3.29149 -2.16671 -2.41551 -0.6041 0.1802 -0.0705
H 5.78626 1.01954 0.70023 0.0068 0.4922 0.6349
H 2.71560 1.97711 2.83788 0.7036 -0.1513 0.1938
H 4.64689 0.35924 -0.49373 -0.7413 0.9444 -0.1051
H -0.71309 -4.00172 -0.00033 -0.0674 -0.4675 -0.0844
C 0.65442 -4.76504 -3.14587 -0.9680 0.8554 -0.3825
O 2.67137 -1.38497 0.12878 -0.6856 0.2873 0.3798
H 7.31500 -0.93423 0.02555 0.1003 -0.0896 0.2569
O 1.51837 -6.83235 -3.80224 0.4153 -1.3958 0.0509
O 3.92527 -2.80096 -2.08043 0.8912 -0.3077 -0.2424
H 3.67496 -3.59358 1.94481 0.3255 -0.2709 0.0876
C 1.05781 -0.72378 -1.60104 1.5035 -2.2322 -2.2840
O -4.46858 6.65774 3.06936 -0.5878 -0.1830 0.2887
O -6.05868 3.97356 -1.50113 0.0134 -1.2632 0.5657
H 2.17698 -4.77599 0.41288 -0.0509 0.0158 -0.0307
H 5.75122 -1.56385 0.52921 -0.0352 0.0252 0.0086
O 3.57393 -5.65095 2.34339 0.9729 -0.0459 0.1031
C 1.79611 -4.44108 1.37770 0.0649 1.1584 0.2018
H 4.01599 3.47862 0.50965 -0.3460 0.3334 -0.2878
H 0.73034 -7.24145 -3.43722 -0.0294 -0.1038 0.0711
C -6.49364 -2.64114 -1.12569 0.2969 -0.0721 0.1561
C 1.59535 -0.91672 -0.15757 0.2848 1.1559 -1.1766
O -0.01703 0.00806 -1.54358 -0.0936 0.4199 -1.2696
H 0.44325 -3.76740 -3.53088 0.0560 0.3669 0.5096
H -4.75215 2.76173 -0.30528 -0.0734 0.4272 0.0738
H 1.75933 0.12622 5.29561 -0.0751 -0.2025 0.5766
H 4.89498 3.92769 -2.04417 0.4511 -0.0242 0.1146
H 1.54072 2.11664 -2.34714 -0.0165 0.2004 -0.1050
H 1.28784 -4.76025 -2.25882 0.6057 0.1929 -0.5066
H 5.60477 4.12671 1.94417 -0.3983 0.2456 -0.2527
H -2.49122 -3.87929 -0.00930 -0.0002 0.2889 -0.4649
H 2.25142 1.89868 1.23067 -0.0817 0.1220 -0.3255
C 3.71161 3.44668 1.55580 1.1659 -0.7663 0.3342
C -1.64760 2.23223 0.45923 -0.2250 3.3687 -0.0456
H -5.29866 4.55067 -1.39670 0.2935 0.1975 0.0517
O -2.01651 3.41533 0.71177 1.6227 -4.8500 -0.9444
C 2.50784 2.24422 -1.86082 0.1244 -0.0891 -0.1394
O 4.82513 3.00698 -2.30688 0.5726 -0.4000 0.6043
H -5.89796 1.86258 -1.23229 0.1278 0.1659 -0.8383
H 3.08843 -6.14979 3.00449 0.0704 -0.1428 -0.0572
H -1.38254 -0.27941 -2.98711 0.0926 -0.1754 -0.0749
H -2.44051 6.74609 3.37264 0.2362 0.3002 -0.2156
C 3.48199 2.89951 -2.80130 -0.9718 0.5746 -0.5156
H 3.46002 2.37408 -3.75605 0.4187 0.0659 0.0054
C 0.63083 0.02980 3.57387 0.0814 -0.1656 -0.2939
O 1.56424 -1.20956 -2.62066 -1.1137 1.4230 2.1180
C -1.85325 -1.62419 -4.35175 1.4322 0.0046 0.9691
H 3.19476 3.93867 -2.96170 -0.3808 -0.1086 -0.3865
O 0.74698 -0.23876 0.56991 0.2780 -0.1244 1.6684
H 1.38749 -3.43689 1.26480 -0.1086 0.1148 -0.2358
C 5.69987 0.45795 -0.22996 1.5705 -3.1119 -2.5072
H -4.67874 -1.34924 -1.42739 -0.3161 -0.2937 -0.8736
H -0.09757 -2.00397 5.12463 -0.1082 -0.1711 -0.0348
O -1.94938 -4.17979 2.43211 0.1500 -0.3665 0.8086
H -2.61247 -1.80093 -5.11362 -0.0942 0.3584 0.3360
O 0.79128 -1.68180 5.29125 0.1254 0.4595 0.1198
H 2.85620 1.22593 -1.68811 0.0201 -0.0577 0.5271
C 6.25861 -0.98040 -0.23906 0.6742 0.5120 1.3519
H 2.75660 -4.13058 3.37685 -0.3371 0.6020 -0.1222
H -2.99154 6.58245 -2.33370 0.2752 -0.0575 -0.1487
H -7.09477 -2.42383 -2.00860 0.1468 0.3802 -0.0311
C -2.48082 0.91289 0.51358 -2.3771 -0.2096 1.3094
H 0.47542 -5.75090 -5.14193 -0.3811 0.6721 -0.0070
H 1.42163 -0.55604 3.10533 -0.0689 0.3548 -0.5867
O -1.68712 -0.07612 0.17115 0.3768 0.1813 -0.0075
O -3.65246 0.78894 0.87983 2.8055 0.6077 -0.9445
H -3.03046 4.69871 -0.31190 0.0322 -0.2094 0.1249
H -0.88433 -1.39210 -4.79382 -0.1235 0.3851 -0.6585
H 3.81232 1.24303 1.56506 0.1232 0.1072 0.4982
C -1.59518 -3.05400 1.67919 -0.5927 1.0096 -0.2623

***

3.
28
Properties=species:S:1:pos:R:3:forces:R:3 method="wB97M-V/def2-TZVPD" gap_ha="0.23883 / 0.23955" multiplicity=1 e_above_lowest_kj_mol=275.7
C 0.86662 0.18923 1.45162 -0.3993 -0.3189 -2.3987
H 4.54395 0.71464 0.98935 3.2709 0.8222 -0.5224
H 3.79503 -0.72624 2.66745 1.6507 -0.7726 1.0644
C 1.32032 0.97215 0.24572 1.6555 -1.5569 3.4118
C -0.26350 -1.43010 -0.90479 1.4298 2.4491 -1.3185
C -2.58397 -0.45566 -0.18288 -1.5458 -2.4994 -1.9447
H -2.79758 -1.50381 0.16058 0.5056 0.9792 -0.1480
C 1.81458 -0.55056 2.15826 0.8191 0.3794 1.0701
C 3.14439 -0.25467 2.02076 -1.7796 0.7955 -0.9704
H -0.51535 -2.26594 -0.30776 -0.3108 -0.9604 0.3123
H -2.71836 0.21160 0.61818 -1.2982 1.1151 0.6624
N 0.35020 2.87967 -0.92805 2.0233 0.0352 0.4082
C 3.54145 0.63649 1.06344 -0.1495 -0.9243 0.0828
H -2.57371 1.93168 -1.79859 -0.7259 -0.3107 -0.4987
C -1.20181 -0.25194 -0.52956 3.1817 -1.1871 1.2670
C 2.71955 1.14521 0.11348 -3.2273 0.1951 -0.0697
H 0.86806 -1.16750 -0.73192 -2.1412 -0.2501 -0.1065
N -0.46773 -0.04048 1.67751 -0.6799 -1.6950 -1.2364
C 0.37704 1.62242 -0.60503 -1.2950 0.2185 -0.2027
H -0.49408 -1.00246 2.19622 -0.3130 2.1750 -1.1832
H 3.00335 1.70624 -0.74238 0.7358 0.4469 -0.4305
C -0.80565 3.13475 -1.56935 -0.4910 2.9147 -0.2618
C -1.54498 2.02633 -1.57883 -2.1008 -0.2242 -0.0710
N -0.84907 1.02088 -0.97322 1.8443 -0.3417 0.5343
H 1.67177 -1.22236 3.01577 -1.1196 0.2046 -0.5736
H -3.19830 -0.39373 -1.16039 0.4393 0.5826 1.6531
H -0.29968 -1.62908 -2.02859 -0.2890 0.1229 1.3804
H -1.06160 4.23585 -1.81966 0.3098 -2.3945 0.0899